Entry 1:
113
Properties=species:S:1:pos:R:3 method="wB97M-V/def2-TZVPD" homo_lumo_gap_ev=8.174 lumo_energy_ev=-0.33 energy_ev=-2566860.194
C -4.0351 -1.8302 1.4893
O -2.8275 -1.1990 1.8646
C -1.7969 -2.1625 2.0457
C -0.5142 -1.6568 1.4317
C 0.5993 -1.3513 2.2352
C 0.4990 -1.5284 3.7405
O 1.4879 -0.7826 4.5014
C 0.6964 0.1339 5.2707
C 0.3081 1.3854 4.5496
O 0.3929 -0.1421 6.3685
C 1.7957 -0.8806 1.6324
C 1.8559 -0.7573 0.2364
C 3.1460 -0.2601 -0.3868
N 4.2867 -0.8723 0.3184
C 0.7379 -1.0988 -0.5794
N 0.8596 -0.9803 -1.9420
C -0.1973 -1.2781 -2.6459
C -0.0846 -1.1746 -4.1465
C -1.1011 -0.2402 -4.8155
C -1.1571 1.1604 -4.2063
C -2.0554 1.2987 -2.9579
N -2.7255 2.5985 -2.9720
C -1.4097 -1.7256 -2.0097
N -2.4803 -2.0228 -2.8577
N -1.5925 -1.8614 -0.7173
C -0.4618 -1.5356 0.0038
H -4.3066 -2.5887 2.2284
H -3.8851 -2.3434 0.5373
H -4.8152 -1.0781 1.4473
H -2.0576 -3.1074 1.5649
H -1.7070 -2.3617 3.1087
H -0.4844 -1.2333 4.0912
H 0.6044 -2.5683 4.0226
H -0.3215 1.9579 5.2182
H -0.2615 1.1239 3.6636
H 1.2197 1.8906 4.2551
H 2.6657 -0.6129 2.2056
H 3.1854 0.8108 -0.1715
H 3.1621 -0.4340 -1.4565
H 5.1201 -0.8101 -0.2490
H 4.0709 -1.8447 0.4943
H -0.0914 -2.1889 -4.5552
H 0.9023 -0.7655 -4.3452
H -0.7746 -0.1237 -5.8505
H -2.0910 -0.6744 -4.8881
H -1.6215 1.8080 -4.9500
H -0.1637 1.5748 -4.0324
H -1.4108 1.1526 -2.0858
H -2.8253 0.5382 -3.0240
H -2.1331 3.3459 -2.6429
H -3.5804 2.5596 -2.4383
H -2.2851 -2.8355 -3.4278
H -3.3316 -2.1518 -2.3239
C 1.6598 4.0534 1.4341
Br 0.7722 2.3474 1.2995
Br 1.7690 4.6943 3.2511
Br 3.3839 4.0206 0.5770
H 1.0527 4.7615 0.8899
C 5.9726 5.3993 3.8725
Br 6.3996 5.6916 5.7227
Br 5.9811 7.0470 2.8756
Br 7.1230 4.0914 3.0583
H 4.9667 5.0029 3.8350
C -6.6216 -1.7400 -3.2509
Br -5.6668 -1.7391 -1.5759
Br -8.1456 -0.5745 -3.2001
Br -5.4599 -1.3465 -4.7331
H -6.9920 -2.7423 -3.3995
C 4.3789 -3.6745 4.2310
Br 5.3633 -3.8227 5.8830
Br 2.9825 -2.2960 4.3778
Br 5.5671 -3.3796 2.7422
H 3.9054 -4.6322 4.0632
C -3.1818 -5.1635 4.9745
Br -3.8165 -5.3716 3.1710
Br -1.2589 -5.2000 5.0535
Br -3.8965 -3.5766 5.7926
H -3.5422 -6.0087 5.5416
C -1.4338 -6.3076 -2.3599
Br -1.0782 -7.7838 -1.1767
Br -2.9461 -6.6560 -3.5028
Br -1.6446 -4.6493 -1.4056
H -0.5711 -6.1993 -3.0009
C 6.4339 5.4141 -2.1105
Br 5.6171 3.6686 -2.0867
Br 6.6036 6.1429 -0.3428
Br 8.1152 5.4146 -3.0474
H 5.7624 6.0554 -2.6618
C 3.7102 9.6893 5.0678
Br 2.9682 8.0004 4.5126
Br 2.4176 10.7451 6.0253
Br 5.3319 9.4721 6.0736
H 3.9627 10.2333 4.1697
C 2.0121 -3.1543 -7.3974
Br 1.0257 -4.6309 -6.6506
Br 0.8373 -1.7990 -8.0915
Br 3.2616 -2.4259 -6.1318
H 2.5833 -3.5403 -8.2283
C -4.2701 4.1156 -6.8215
Br -4.8609 2.4558 -6.0538
Br -3.4380 5.2582 -5.5172
Br -3.1243 3.8231 -8.3406
H -5.1479 4.6316 -7.1800
C -10.1353 -4.4824 -2.8752
Br -9.0944 -4.4933 -1.2570
Br -11.5902 -3.2313 -2.7806
Br -9.0231 -4.1591 -4.4120
H -10.5632 -5.4668 -2.9919
C 5.7049 1.4422 6.3875
Br 7.4846 2.0624 6.0274
Br 5.4469 1.0531 8.2511
Br 4.3622 2.6659 5.7295
H 5.5741 0.5172 5.8458

Entry 2:
84
Properties=species:S:1:pos:R:3 method="wB97M-V/def2-TZVPD" homo_lumo_gap_ev=4.595 lumo_energy_ev=0.94 energy_ev=-254624.739 de_lowest_kj_mol=95.2 total_charge=-1
Cs -1.0437 0.6302 -0.2163
N -3.8714 3.9897 2.3125
C -3.4650 3.0810 1.3229
S -3.3840 1.4402 1.8619
N -3.2015 3.6584 0.1857
N -2.6645 2.8436 -0.7954
C -2.3799 3.4764 -1.8724
C -1.7256 2.9338 -3.0570
C -1.1521 3.8606 -3.9360
C -0.5000 3.4842 -5.1008
C -0.4031 2.1227 -5.3934
C -0.9432 1.1771 -4.5534
C -1.6307 1.5205 -3.3493
O -2.0935 0.6345 -2.5683
H -4.4678 3.5660 3.0044
H -4.2317 4.8473 1.9157
H -2.6021 4.5495 -1.8990
H -1.2433 4.9160 -3.6952
H -0.0830 4.2302 -5.7673
H 0.1098 1.7993 -6.2947
H -0.8622 0.1196 -4.7841
C 2.2096 1.5742 2.1819
N 0.8943 1.1396 2.5940
C 0.3881 1.9147 3.7093
C 0.8679 -0.2936 2.8285
C -0.5404 -0.7881 3.1380
N -0.7992 -2.1118 2.5948
C 0.0062 -3.1323 3.2271
C -2.2123 -2.4275 2.6746
H 2.9842 1.3927 2.9517
H 2.1918 2.6444 1.9680
H 2.4960 1.0429 1.2740
H 0.9627 1.7478 4.6396
H -0.6613 1.6807 3.8900
H 0.4422 2.9749 3.4602
H 1.5784 -0.5748 3.6311
H 1.2063 -0.7861 1.9100
H -1.2506 -0.0993 2.6741
H -0.7561 -0.7559 4.2227
H -0.1929 -3.2180 4.3118
H 1.0670 -2.9149 3.0920
H -0.1993 -4.1008 2.7659
H -2.5738 -2.4818 3.7174
H -2.4002 -3.3940 2.2015
H -2.7934 -1.6638 2.1548
Se 8.2908 2.7667 -1.7473
N 7.8097 1.3774 -0.7192
C 6.5263 1.2148 -0.8795
C 5.7747 0.1753 -0.2139
C 6.3918 -0.7276 0.6548
C 5.6228 -1.6977 1.2494
C 4.2661 -1.7417 0.9397
N 3.6665 -0.9016 0.1182
C 4.3921 0.0618 -0.4550
C 3.7003 1.0355 -1.3363
N 2.3613 0.9306 -1.4626
C 1.7480 1.7969 -2.2500
C 2.3982 2.8140 -2.9484
C 3.7532 2.9397 -2.8139
C 4.4367 2.0443 -1.9921
C 5.8630 2.1387 -1.7752
N 6.6188 3.0418 -2.3346
H 7.4529 -0.6454 0.8465
H 6.0512 -2.4169 1.9342
H 3.6311 -2.5117 1.3683
H 0.6794 1.7001 -2.3626
H 1.8127 3.4681 -3.5789
H 4.3015 3.7223 -3.3220
C -3.5678 -2.2618 -2.5372
Se -1.7815 -2.1709 -1.8000
C -1.6239 -3.9874 -1.1022
C -0.1890 -4.4614 -1.2406
Se 1.1374 -3.1716 -0.5838
C 1.7889 -2.5612 -2.3043
H -3.7315 -1.2626 -2.9367
H -4.2942 -2.4698 -1.7551
H -3.6259 -3.0063 -3.3283
H -2.2841 -4.6439 -1.6745
H -1.9401 -4.0160 -0.0587
H 0.0563 -4.6309 -2.2894
H -0.0368 -5.3970 -0.7006
H 2.2203 -3.3852 -2.8687
H 2.5443 -1.8154 -2.0779
H 0.9739 -2.0951 -2.8514

Entry 3:
79
Properties=species:S:1:pos:R:3 method="wB97M-V/def2-TZVPD" homo_lumo_gap_ev=6.829 lumo_energy_ev=2.54 energy_ev=-92578.269 de_lowest_kj_mol=6.3 total_charge=-1
Hf 0.3834 0.8610 -0.3453
O 5.8125 4.8813 -2.0665
C 4.8828 4.1626 -1.7539
S 4.8257 3.1265 -0.3136
C 3.1520 2.7003 -0.3920
C 2.4543 3.2857 -1.3969
S 0.7234 3.0918 -1.6123
S 3.3264 4.2729 -2.5519
S 2.6025 1.6070 0.8579
C -2.1648 1.2196 3.1601
C -0.7962 1.7831 3.3253
C -0.5950 2.8847 2.2965
C 0.3503 0.7921 3.5419
C 0.9776 0.9705 4.7823
C 2.0483 0.1698 5.1229
C 2.4472 -0.8231 4.2463
C 1.8405 -1.0199 2.9779
C 2.4498 -2.1136 2.1166
C 1.9657 -3.5451 2.5311
C 2.3589 -1.9938 0.6105
C 0.7312 -0.2192 2.6698
N 0.0413 -0.4062 1.4258
C -0.8101 -1.4922 1.3842
C -1.3267 -2.2192 2.4642
C -2.3663 -3.1249 2.3581
C -2.8703 -3.4965 1.1100
C -2.3671 -2.8314 0.0031
C -1.3535 -1.8865 0.1409
F -0.8521 -1.2185 -0.9404
H -2.9421 1.9800 3.3215
H -2.3532 0.4181 3.9212
H -2.3985 0.7814 2.1796
H -0.7685 2.2771 4.2763
H -0.6273 2.4574 1.2630
H 0.3805 3.3329 2.4019
H -1.3676 3.6444 2.3069
H 0.5125 1.7201 5.4692
H 2.6122 0.3240 6.0510
H 3.3650 -1.3847 4.4781
H 3.5070 -2.0506 2.3068
H 0.9415 -3.7828 2.1648
H 2.0175 -3.6709 3.6284
H 2.6151 -4.2497 2.0021
H 1.3401 -1.9083 0.2730
H 2.7816 -2.9001 0.1338
H 2.9322 -1.1977 0.2158
H -1.0142 -1.9607 3.4541
H -2.7432 -3.5385 3.3141
H -3.7641 -4.1487 1.0347
H -2.7148 -3.0979 -1.0111
C -4.6799 2.4925 -2.7149
C -3.9500 1.1170 -2.5014
C -4.9319 0.1280 -1.8144
C -3.5881 0.4882 -3.8510
C -2.7199 1.2917 -1.6953
C -1.6858 1.3514 -1.0415
H -5.5758 2.3854 -3.3431
H -4.0298 3.2164 -3.2265
H -5.0076 2.9237 -1.7545
H -5.7508 -0.1359 -2.4403
H -5.3245 0.6040 -0.9222
H -4.3384 -0.7812 -1.5276
H -4.4724 0.3660 -4.4358
H -3.1184 -0.4840 -3.6938
H -2.8805 1.0653 -4.4713
C 1.5697 -2.1893 -3.6231
Si 2.0442 -0.4671 -3.0867
C 3.8794 -0.4124 -2.8767
C 1.5081 0.7229 -4.4285
O 1.3043 -0.1454 -1.7186
H 1.6013 -2.8601 -2.7501
H 2.3535 -2.5920 -4.3112
H 0.6013 -2.3418 -4.0811
H 4.3783 -0.4067 -3.8341
H 4.2669 -1.2227 -2.2384
H 4.0968 0.5327 -2.4002
H 1.7100 0.3262 -5.4470
H 2.0977 1.6680 -4.3626
H 0.4584 0.8960 -4.3455

Entry 4:
83
Properties=species:S:1:pos:R:3 method="wB97M-V/def2-TZVPD" homo_lumo_gap_ev=5.987 lumo_energy_ev=-4.85 energy_ev=-100597.509 total_charge=+1
In -1.5950 0.0780 -0.2108
N 1.1493 2.0792 0.6466
P 1.9648 0.5413 0.7573
C 3.6527 1.0362 0.2808
C 4.2836 2.2072 0.8360
C 5.3481 2.8257 0.1660
C 5.7516 2.3731 -1.0795
C 5.1039 1.2669 -1.6214
C 4.1496 0.5079 -0.9027
C 2.3677 0.0929 2.4621
C 2.1611 1.0450 3.5281
C 2.0853 0.5120 4.8230
C 2.5100 -0.7878 5.1276
C 2.6935 -1.6657 4.0884
C 2.6351 -1.2436 2.7398
P -0.5252 2.3190 0.6400
C -0.5732 3.6527 -0.5753
C 0.1152 4.8162 -0.2282
C 0.4640 5.6729 -1.2810
C 0.1918 5.3590 -2.5945
C -0.5770 4.2222 -2.8999
C -0.9709 3.3619 -1.8765
C -0.9865 3.1863 2.2009
C -0.6398 2.5482 3.4068
C -0.5263 3.3472 4.5432
C -1.0488 4.6445 4.5057
C -1.6006 5.1940 3.3393
C -1.6190 4.4574 2.1589
H 1.8122 2.8709 0.5512
H 3.8957 2.6191 1.7606
H 5.7912 3.6764 0.5564
H 6.4985 2.9500 -1.6928
H 5.3576 0.9579 -2.6362
H 3.7123 -0.3877 -1.3204
H 2.0014 2.1225 3.3556
H 1.7125 1.1213 5.6305
H 2.5511 -1.0933 6.1748
H 3.0074 -2.7056 4.2085
H 2.9434 -1.8977 1.9455
H 0.3554 5.0076 0.7982
H 1.0358 6.5250 -1.0493
H 0.4923 6.0210 -3.3836
H -0.8634 4.1093 -3.9470
H -1.6016 2.4682 -2.0247
H -0.4080 1.5234 3.4792
H -0.0672 3.0062 5.4305
H -0.9341 5.2625 5.3699
H -1.9609 6.2119 3.4096
H -2.0781 4.8375 1.2634
O -4.6755 -1.8272 -0.6203
S -4.5632 -0.4163 -0.1886
O -3.8585 0.2818 -1.4096
O -5.8827 0.0948 0.2774
S -3.2774 -0.7111 1.3484
C 1.0731 -3.0766 -2.9249
N -0.2311 -3.6821 -2.8668
C -0.3790 -4.9032 -3.7484
P -1.5063 -3.2643 -1.7621
O -1.1202 -1.9728 -1.0983
N -1.6041 -4.6048 -0.7900
C -2.8903 -4.8976 -0.0268
C -0.4744 -4.8270 0.1783
N -3.0056 -3.3093 -2.4746
C -3.5090 -4.6232 -2.8868
C -3.6469 -2.2485 -3.2771
H 1.3484 -2.7573 -3.9290
H 1.8688 -3.7603 -2.6108
H 1.0852 -2.2316 -2.2099
H -0.8431 -5.6868 -3.1584
H 0.5824 -5.2152 -4.1176
H -0.9447 -4.7022 -4.6939
H -3.6353 -4.1296 -0.2741
H -2.6371 -4.9882 1.0355
H -3.3180 -5.8337 -0.3466
H 0.4993 -4.5549 -0.2638
H -0.3882 -5.9071 0.3821
H -0.5685 -4.2663 1.0943
H -2.8235 -5.4538 -2.6472
H -3.7979 -4.5742 -4.0042
H -4.4990 -4.8102 -2.4647
H -3.5289 -2.4620 -4.3438
H -3.3381 -1.2892 -2.9488
H -4.7288 -2.2462 -3.0896

Entry 5:
82
Properties=species:S:1:pos:R:3 method="wB97M-V/def2-TZVPD" homo_lumo_gap_ev="6.384 / 5.584" lumo_energy_ev="2.62 / 2.62" energy_ev=-92161.073 total_charge=-1 multiplicity=2 s2=0.77
V 1.3872 -0.0449 -0.3073
O -0.1881 3.5377 -1.2565
C 0.4142 2.4828 -1.4825
N 1.3606 1.8923 -0.7348
C 2.2544 2.6406 0.0813
C 2.2787 4.0242 0.2682
C 3.3188 4.6121 0.9812
C 4.3352 3.8355 1.5168
C 4.3309 2.4579 1.3298
C 3.3017 1.8612 0.6139
N 3.1782 0.4886 0.3351
C 4.2207 -0.3598 0.2478
O 5.4242 -0.1411 0.2159
C 3.6796 -1.7661 0.2700
C 4.5180 -2.8542 0.4173
C 3.9699 -4.0876 0.7124
C 2.5943 -4.1645 0.8871
C 1.8258 -3.0392 0.6751
N 2.3304 -1.8478 0.3233
C 0.1383 1.7875 -2.8103
C -0.7742 2.3640 -3.6828
C -0.9484 1.8085 -4.9381
C -0.1841 0.7087 -5.2926
C 0.6973 0.2014 -4.3559
N 0.8516 0.7108 -3.1345
H 1.4930 4.6354 -0.1500
H 3.3243 5.6864 1.1272
H 5.1405 4.3004 2.0747
H 5.1181 1.8392 1.7342
H 5.5835 -2.6873 0.3335
H 4.5968 -4.9656 0.8280
H 2.1091 -5.0924 1.1650
H 0.7558 -3.0837 0.7742
H -1.3207 3.2342 -3.3488
H -1.6671 2.2259 -5.6307
H -0.2750 0.2449 -6.2675
H 1.3077 -0.6646 -4.5925
C -3.3166 3.7773 1.9921
C -2.3070 3.4141 3.0173
N -2.3925 3.6544 4.2800
N -1.2313 3.1054 4.7801
C -0.4378 2.5026 3.8715
S 1.0066 1.7217 4.1055
N -1.1521 2.7268 2.7198
N -0.7466 2.2777 1.4757
H -4.0159 4.4894 2.4248
H -3.8705 2.8934 1.6660
H -2.8369 4.2162 1.1154
H -1.0411 3.1251 5.7622
H -0.3473 3.0294 0.9272
H -1.5307 1.8950 0.9680
C -2.3124 -0.0338 -1.0283
Si -0.9550 -1.2381 -0.3379
C -1.9191 -1.7535 1.3365
C -1.3201 -2.9642 2.0662
C -1.8142 -0.5621 2.3018
C -3.4184 -2.0391 1.1450
C -1.2052 -2.7094 -1.6687
C -0.1198 -3.7907 -1.6436
C -2.5507 -3.4320 -1.5881
C -1.0933 -2.0450 -3.0461
H -3.1004 -0.5575 -1.5844
H -1.8850 0.7154 -1.7002
H -2.8047 0.5124 -0.2097
H -0.3172 -2.7481 2.4460
H -1.2743 -3.8599 1.4289
H -1.9393 -3.2166 2.9410
H -0.7899 -0.1959 2.4112
H -2.1824 -0.8555 3.2983
H -2.4443 0.2734 1.9655
H -3.6008 -3.0352 0.7424
H -3.9019 -1.3173 0.4792
H -3.9287 -1.9848 2.1200
H -0.1814 -4.4218 -0.7501
H 0.8801 -3.3544 -1.6933
H -0.2335 -4.4536 -2.5165
H -2.6347 -4.0218 -0.6714
H -2.6520 -4.1296 -2.4361
H -3.3970 -2.7376 -1.6258
H -0.1001 -1.6060 -3.1731
H -1.8315 -1.2514 -3.2017
H -1.2341 -2.7960 -3.8396